{
  "formula": "C21H29CaN3O9PS2",
  "method": "ωB97M-V/def2-TZVPD",
  "species": ["H", "H", "H", "H", "H", "O", "S", "H", "C", "S", "H", "H", "H", "H", "H", "N", "C", "H", "H", "C", "H", "H", "C", "C", "O", "C", "H", "C", "N", "O", "C", "C", "H", "C", "O", "H", "H", "H", "H", "H", "O", "H", "O", "C", "O", "H", "C", "H", "C", "H", "C", "C", "C", "H", "C", "C", "H", "O", "H", "P", "C", "C", "O", "N", "Ca", "C"],
  "positions_angstrom": [[0.651, -4.483, 1.973], [0.704, -2.734, 1.776], [-3.316, -3.736, -2.243], [-0.040, 0.354, 5.538], [0.737, -4.296, -2.325], [-1.154, -3.656, 1.325], [-2.133, -0.287, 4.457], [-0.176, -3.438, 3.124], [2.050, -0.440, -4.946], [3.845, 1.190, 3.945], [0.443, -5.822, -1.494], [-0.252, 2.854, 1.590], [-3.372, -1.988, -1.913], [2.413, -2.959, -1.692], [-3.157, -0.855, 0.990], [-0.758, -0.390, 2.310], [2.275, 0.725, 4.373], [-3.277, 3.238, -0.402], [5.168, 0.172, 1.082], [4.579, 1.078, 1.253], [-4.658, -3.044, -1.324], [5.275, 1.868, 1.538], [1.855, -1.173, -2.688], [0.103, -0.031, -3.659], [-2.323, 0.101, -0.899], [-0.272, 2.147, -0.434], [2.618, -0.350, -5.866], [2.593, -1.086, -3.851], [2.316, 0.387, 2.101], [1.677, -1.690, -0.284], [-0.883, 2.916, 0.720], [3.532, 0.850, 2.317], [-3.356, -2.104, 2.204], [0.118, -0.017, 3.382], [-2.138, 2.266, 1.042], [0.315, 0.621, -5.682], [-4.021, 1.854, 0.410], [1.939, 0.778, 5.409], [-1.044, 3.955, 0.439], [1.079, -4.453, -0.586], [-0.965, -4.376, -1.120], [1.985, -0.873, 0.196], [-2.906, -3.199, -0.263], [0.402, -4.747, -1.394], [0.790, 1.477, -0.302], [-3.280, 0.901, -2.845], [-0.488, 0.075, 4.582], [-0.885, 0.394, -3.539], [-3.224, -1.033, 2.055], [4.096, 1.380, 0.323], [-2.688, 1.324, -1.119], [-1.990, -0.562, 2.790], [0.085, -3.564, 2.083], [3.587, -1.519, -3.893], [1.577, 0.335, 3.286], [-3.100, 2.246, 0.000], [-4.111, -0.525, 2.437], [-0.994, 2.085, -1.501], [3.461, -1.635, -1.353], [-1.292, -3.128, -0.193], [-3.596, -2.973, -1.522], [2.429, -1.904, -1.493], [-3.403, 1.617, -2.219], [0.619, -0.658, -2.576], [-0.346, -0.430, -0.294], [0.775, 0.099, -4.850]],
  "forces_ev_per_angstrom": [[0.0, -0.2, -0.1], [0.1, 0.3, -0.2], [0.0, -0.1, 0.0], [-0.3, -0.2, -0.5], [-0.1, 0.1, -0.1], [0.4, -0.1, 0.3], [-0.4, 0.0, 0.4], [-0.2, 0.0, 0.2], [0.1, 0.0, -0.2], [0.4, 0.3, 0.5], [-0.1, -0.2, 0.0], [0.0, -0.1, 0.3], [0.1, 0.2, 0.0], [-0.1, -0.5, 0.0], [0.1, 0.1, -0.2], [0.1, 0.2, 1.2], [0.1, 0.1, 1.0], [0.0, 0.2, -0.1], [-0.1, 0.0, 0.0], [-0.3, -0.1, 0.1], [-0.1, 0.0, 0.2], [-0.1, -0.1, 0.1], [-0.7, 0.2, 0.3], [0.1, -0.3, 0.8], [-1.6, 2.3, -0.8], [0.4, 0.1, -0.9], [-0.1, 0.0, 0.1], [0.2, 0.0, -0.3], [-0.1, -0.1, 0.2], [0.6, 0.8, 0.1], [-0.7, -0.3, -0.3], [-0.7, -0.4, -0.7], [0.0, 0.0, 0.0], [0.2, -0.1, -1.3], [0.3, 0.1, -0.1], [0.1, -0.1, 0.1], [-0.2, -0.1, 0.2], [0.3, 0.0, -0.5], [-0.1, 0.2, 0.0], [-0.1, 0.0, 0.0], [0.7, -0.9, -0.6], [0.4, -0.8, -0.2], [0.1, 0.0, -0.3], [-0.2, 0.2, 0.2], [-0.6, 1.3, 0.2], [0.0, -0.3, -0.3], [0.0, 0.1, 0.8], [0.1, 0.0, 0.1], [0.4, 0.1, 0.2], [0.0, -0.1, 0.0], [-0.7, -1.9, 0.0], [0.7, -0.1, -0.6], [-0.5, -0.2, -0.4], [-0.1, 0.1, 0.0], [-0.4, -0.2, -1.3], [1.1, 0.2, 0.3], [0.1, 0.0, 0.0], [0.6, 0.0, 0.7], [0.5, 0.2, 0.1], [-0.8, 0.2, 0.5], [0.5, -0.3, 0.4], [-0.6, 0.6, 0.3], [0.6, 0.1, 0.5], [0.3, 0.0, -0.7], [0.5, -0.8, 0.3], [0.1, 0.0, -0.2]],
  "mulliken_charge": [0.359, 0.093, 0.308, 0.355, 0.220, -0.419, -0.254, 0.306, -0.269, -0.194, 0.382, 0.256, 0.140, 0.285, -0.234, 0.833, -0.778, 0.402, 0.261, -1.163, 0.252, 0.457, 0.647, -0.276, -0.457, 0.323, 0.431, -1.056, 0.138, -0.200, -0.385, 0.547, 0.376, -0.130, -0.304, 0.443, 0.364, 0.313, 0.415, 0.179, -0.407, 0.094, -0.340, -0.597, -0.618, 0.427, -0.501, 0.238, -0.993, 0.231, 0.560, 0.294, -0.556, 0.481, -0.197, -0.847, 0.561, -0.486, 0.493, 0.918, -0.616, -0.964, -0.539, 0.324, 2.032, -0.962],
  "e_above_lowest_kcal_mol": 41.5,
  "lumo_ha": -0.0720,
  "charge": 1,
  "orbital_gap_ev": 9.070,
  "fmax_ev_per_a": 2.943
}